{"formula": "C71H180N18O30", "method": "ωB97M-V/def2-TZVPD", "e_tot_ha": -6052.90998, "spin_multiplicity": 1, "total_charge": 6, "species": ["C", "C", "N", "C", "C", "C", "C", "C", "O", "C", "H", "H", "H", "H", "H", "H", "H", "H", "H", "H", "H", "H", "H", "H", "H", "H", "H", "H", "H", "H", "C", "C", "N", "C", "C", "C", "C", "C", "O", "C", "H", "H", "H", "H", "H", "H", "H", "H", "H", "H", "H", "H", "H", "H", "H", "H", "H", "H", "H", "H", "C", "C", "N", "C", "C", "C", "C", "C", "O", "C", "H", "H", "H", "H", "H", "H", "H", "H", "H", "H", "H", "H", "H", "H", "H", "H", "H", "H", "H", "H", "C", "C", "N", "C", "C", "C", "C", "C", "O", "C", "H", "H", "H", "H", "H", "H", "H", "H", "H", "H", "H", "H", "H", "H", "H", "H", "H", "H", "H", "H", "C", "C", "N", "C", "C", "C", "C", "C", "O", "C", "H", "H", "H", "H", "H", "H", "H", "H", "H", "H", "H", "H", "H", "H", "H", "H", "H", "H", "H", "H", "C", "C", "N", "C", "C", "C", "C", "C", "O", "C", "H", "H", "H", "H", "H", "H", "H", "H", "H", "H", "H", "H", "H", "H", "H", "H", "H", "H", "H", "H", "C", "C", "N", "C", "C", "C", "C", "C", "O", "C", "H", "H", "H", "H", "H", "H", "H", "H", "H", "H", "H", "H", "H", "H", "H", "H", "H", "H", "H", "H", "C", "C", "O", "N", "H", "H", "C", "H", "H", "H", "H", "H", "H", "C", "C", "O", "N", "H", "H", "C", "H", "H", "H", "H", "H", "H", "C", "C", "O", "N", "H", "H", "C", "H", "H", "H", "H", "H", "H", "C", "C", "O", "N", "H", "H", "C", "H", "H", "H", "H", "H", "H", "C", "C", "O", "N", "H", "H", "C", "H", "H", "H", "H", "H", "H", "N", "O", "O", "O", "N", "O", "O", "O", "N", "O", "O", "O", "N", "O", "O", "O", "N", "O", "O", "O", "N", "O", "O", "O"], "xyz": [[-21.1316, -20.6320, -0.3923], [-21.6147, -19.4173, 0.3595], [-20.8325, -18.0701, 0.1886], [-19.4520, -18.2358, 0.7696], [-20.7025, -17.7277, -1.3411], [-20.0860, -16.3399, -1.7613], [-21.5128, -16.9079, 0.9103], [-21.8902, -17.1758, 2.3872], [-23.1477, -17.7883, 2.4812], [-23.5801, -17.7803, 3.8378], [-21.1291, -20.4463, -1.4727], [-21.9063, -21.3657, -0.2512], [-20.1560, -20.9716, -0.0624], [-21.6118, -19.5724, 1.4252], [-22.6520, -19.2198, 0.0715], [-19.4109, -18.3995, 1.8364], [-18.8419, -17.3566, 0.5501], [-18.9513, -19.0916, 0.3445], [-21.6993, -17.8867, -1.7553], [-20.0663, -18.5232, -1.7188], [-19.0100, -16.3481, -1.7020], [-20.4535, -15.5594, -1.1183], [-20.4485, -16.2042, -2.7730], [-22.4543, -16.7055, 0.3663], [-20.8074, -16.0938, 0.8481], [-21.9463, -16.1779, 2.8369], [-21.1428, -17.6889, 2.9693], [-22.8336, -18.2966, 4.4595], [-24.5163, -18.3490, 3.9296], [-23.7302, -16.7574, 4.2434], [-28.1461, -11.9118, -1.6088], [-29.0287, -12.5324, -2.6845], [-28.4753, -13.8894, -3.2763], [-29.4564, -14.5326, -4.1941], [-27.1563, -13.5762, -3.9665], [-26.4793, -14.7926, -4.6576], [-28.1913, -14.8887, -2.1317], [-29.4017, -15.1792, -1.2178], [-29.6838, -14.2003, -0.2817], [-30.9082, -14.5236, 0.3989], [-27.6753, -12.6681, -0.9728], [-28.8093, -11.4056, -0.9400], [-27.4066, -11.2156, -2.0473], [-29.2083, -11.8957, -3.5562], [-29.9702, -12.8346, -2.2131], [-30.3227, -14.7959, -3.6057], [-29.0737, -15.4370, -4.6553], [-29.7968, -13.9103, -5.0395], [-26.4754, -13.2315, -3.1892], [-27.2100, -12.7934, -4.7216], [-26.2214, -15.5938, -3.9625], [-25.5813, -14.3563, -5.0701], [-27.1008, -15.1505, -5.4705], [-27.3384, -14.6535, -1.5019], [-28.0026, -15.8444, -2.6447], [-29.1042, -16.1232, -0.6575], [-30.2977, -15.4420, -1.8405], [-30.8836, -13.9491, 1.3071], [-30.8604, -15.6161, 0.5461], [-31.7256, -14.2160, -0.2703], [-24.8353, -22.5401, 5.4639], [-25.8454, -21.4760, 5.9183], [-26.2203, -21.5128, 7.4448], [-24.9560, -21.2839, 8.2444], [-27.2264, -20.3676, 7.7269], [-26.7299, -18.9898, 7.3236], [-26.7228, -22.8747, 7.8302], [-27.8104, -23.5277, 7.0300], [-29.0008, -22.7721, 7.0638], [-30.1245, -23.4439, 6.5510], [-24.8079, -22.7429, 4.3902], [-25.1792, -23.4434, 5.9668], [-23.8332, -22.2627, 5.8220], [-26.8084, -21.5026, 5.4240], [-25.4381, -20.4705, 5.8189], [-24.1775, -22.0186, 8.0723], [-25.1062, -21.2499, 9.3048], [-24.4976, -20.3184, 7.9890], [-27.4156, -20.3969, 8.7904], [-28.1778, -20.6038, 7.2345], [-26.7374, -18.9334, 6.2483], [-25.7507, -18.8191, 7.7132], [-27.4581, -18.2699, 7.6672], [-27.0516, -22.7858, 8.8826], [-25.8626, -23.5346, 7.8353], [-27.9894, -24.5059, 7.4957], [-27.5818, -23.7229, 5.9887], [-31.0066, -22.8065, 6.7231], [-30.2686, -24.3923, 7.0573], [-29.9839, -23.6079, 5.4485], [-33.0356, -19.0758, 4.5088], [-32.8668, -20.5262, 4.0631], [-33.0019, -20.6544, 2.4927], [-34.3539, -20.0482, 2.1294], [-31.8936, -19.8857, 1.8008], [-32.0161, -19.7135, 0.2887], [-33.0973, -22.0757, 2.0332], [-34.3341, -22.8375, 2.4132], [-34.3557, -23.0858, 3.8190], [-35.4503, -23.9291, 4.1361], [-32.1777, -18.5033, 4.1410], [-33.0622, -19.0003, 5.5902], [-33.9697, -18.6507, 4.1577], [-33.6566, -21.1175, 4.5338], [-31.9220, -20.9984, 4.2996], [-34.7716, -20.5500, 1.2676], [-34.2476, -18.9760, 2.0418], [-34.9894, -20.3399, 2.9385], [-30.9804, -20.4630, 1.9698], [-31.7677, -18.9438, 2.3197], [-31.8607, -20.6749, -0.2258], [-31.3799, -18.9688, -0.1922], [-33.0335, -19.3430, 0.1143], [-32.1812, -22.5556, 2.3962], [-32.9604, -22.0435, 0.9476], [-34.2641, -23.7700, 1.8166], [-35.2871, -22.3754, 2.1048], [-36.3498, -23.5471, 3.6334], [-35.6082, -23.9905, 5.2164], [-35.3073, -24.9538, 3.7657], [-30.0046, -10.9642, 11.0689], [-30.6385, -11.2469, 9.6888], [-32.1631, -11.1688, 9.6448], [-32.7791, -12.1168, 10.6368], [-32.4766, -9.6762, 10.1253], [-33.9681, -9.3299, 9.9939], [-32.7805, -11.3813, 8.2850], [-32.3677, -10.4581, 7.1731], [-31.1995, -10.8805, 6.5561], [-30.7844, -10.0495, 5.4542], [-30.4986, -11.5542, 11.8697], [-30.0596, -9.9090, 11.2923], [-28.9758, -11.3134, 10.9926], [-30.3997, -12.2298, 9.2781], [-30.2457, -10.5653, 8.9392], [-33.8125, -12.3060, 10.3272], [-32.8427, -11.6476, 11.6098], [-32.1984, -13.0179, 10.7232], [-31.7830, -9.1130, 9.5285], [-32.1377, -9.6118, 11.1444], [-34.1817, -8.9634, 8.9865], [-34.2762, -8.5603, 10.6838], [-34.7023, -10.1365, 10.2101], [-33.8510, -11.2703, 8.3919], [-32.5887, -12.4543, 8.0407], [-32.4008, -9.3939, 7.4820], [-33.2042, -10.5237, 6.4291], [-31.6368, -9.8031, 4.8323], [-30.0070, -10.5551, 4.8758], [-30.4051, -9.1037, 5.8246], [-28.9762, -13.1405, 6.8857], [-28.6528, -13.2895, 5.4456], [-29.1497, -14.7221, 4.9298], [-28.2179, -15.8703, 5.5404], [-30.6522, -14.9976, 5.3343], [-31.5839, -13.9268, 4.8761], [-29.1075, -14.7830, 3.4531], [-27.7563, -15.2201, 2.8933], [-26.7729, -14.3060, 3.2216], [-25.6237, -14.4954, 2.4416], [-28.6976, -12.1340, 7.0968], [-28.3369, -13.8061, 7.4412], [-30.0514, -13.2425, 7.0335], [-27.5768, -13.2614, 5.2243], [-29.1094, -12.5901, 4.7766], [-28.3317, -15.9052, 6.6255], [-27.1857, -15.7007, 5.2388], [-28.6888, -16.7520, 5.0933], [-30.6760, -15.1470, 6.4236], [-30.7780, -15.9689, 4.8366], [-31.3944, -12.9903, 5.4155], [-32.5672, -14.3187, 5.0680], [-31.4407, -13.8045, 3.8220], [-29.4287, -13.7986, 3.1055], [-29.8262, -15.5034, 3.0390], [-27.9037, -15.2847, 1.8046], [-27.4702, -16.2676, 3.2004], [-25.0364, -13.5824, 2.3462], [-25.8776, -14.8511, 1.4053], [-25.0577, -15.3280, 2.9526], [-25.3292, -6.8170, 4.5195], [-24.8527, -7.5083, 3.3110], [-25.8558, -8.3135, 2.4527], [-26.7429, -7.3444, 1.7925], [-25.1402, -9.3265, 1.5143], [-26.0756, -9.8643, 0.3739], [-26.8329, -9.0859, 3.3962], [-26.2840, -10.3297, 4.0849], [-25.0721, -10.0540, 4.8375], [-25.3187, -10.4796, 6.2070], [-26.2195, -6.2353, 4.3265], [-24.5874, -6.0971, 4.8612], [-25.4677, -7.4724, 5.3722], [-24.1133, -8.2673, 3.6741], [-24.3463, -6.8227, 2.6121], [-27.6213, -7.7701, 1.3658], [-26.2528, -6.7514, 1.0182], [-27.1011, -6.5951, 2.5255], [-24.7307, -10.1082, 2.1450], [-24.2618, -8.8375, 1.0961], [-26.4303, -9.0799, -0.2511], [-26.9465, -10.4868, 0.6583], [-25.3958, -10.4843, -0.2168], [-27.7111, -9.3771, 2.8081], [-27.1451, -8.3363, 4.1360], [-26.0648, -11.1278, 3.3668], [-27.0986, -10.7035, 4.7154], [-24.4394, -10.2477, 6.8370], [-25.6202, -11.5339, 6.2806], [-26.1360, -9.9174, 6.6424], [-22.7503, -12.7147, 5.7552], [-22.4062, -11.7523, 4.7137], [-22.5416, -11.8253, 3.5325], [-21.6555, -10.4354, 5.2066], [-22.4036, -9.8155, 5.5536], [-21.0772, -10.5526, 6.0316], [-20.9193, -9.7674, 4.1341], [-21.9380, -13.4590, 5.6884], [-23.7512, -13.1642, 5.6220], [-22.6725, -12.2984, 6.7498], [-21.5699, -9.4515, 3.3116], [-20.0906, -10.3426, 3.7537], [-20.5169, -8.8765, 4.6012], [-25.4398, -20.9733, 1.7422], [-25.4769, -20.3809, 0.3632], [-24.8253, -20.7765, -0.5105], [-26.3943, -19.3314, 0.1129], [-26.4561, -19.2038, -0.8837], [-28.3815, -19.6988, 1.6990], [-26.0887, -18.1028, 0.8685], [-26.4191, -20.9795, 2.2600], [-24.9505, -20.2725, 2.4322], [-24.9040, -21.9145, 1.7519], [-25.2951, -17.6136, 0.3042], [-25.7560, -18.5200, 1.8218], [-26.9756, -17.5211, 1.1015], [-29.1151, -15.6910, 11.2410], [-28.3910, -15.4793, 9.9244], [-28.7121, -15.6742, 8.8276], [-27.0299, -14.8880, 10.0835], [-26.5382, -15.2748, 10.9036], [-26.5059, -15.0815, 9.2020], [-27.1893, -13.4311, 10.2669], [-28.9450, -14.9211, 12.0225], [-28.8212, -16.6462, 11.6935], [-30.1707, -15.7553, 11.0235], [-27.6145, -13.1652, 11.2296], [-27.7948, -12.9839, 9.4794], [-26.2150, -12.9857, 10.2345], [-35.4804, -15.8322, 6.0777], [-36.1253, -16.7455, 7.0684], [-36.3021, -17.9345, 7.0266], [-36.6127, -16.1195, 8.4006], [-37.3678, -15.4473, 8.1887], [-36.9986, -16.9031, 8.9523], [-35.5366, -15.5058, 9.2669], [-35.1364, -16.1869, 5.0900], [-34.6580, -15.3444, 6.6229], [-36.2176, -15.0147, 5.9346], [-35.0174, -14.6816, 8.7594], [-34.9043, -16.3150, 9.5604], [-36.1253, -15.1688, 10.1462], [-33.7091, -12.2366, 2.6181], [-34.9269, -12.1382, 1.7639], [-35.1832, -12.0977, 0.5936], [-36.3061, -12.0909, 2.6375], [-36.8396, -12.8245, 2.1634], [-36.3121, -12.4183, 3.5973], [-36.9521, -10.7377, 2.5018], [-32.8929, -11.8065, 2.0255], [-33.4900, -13.1845, 3.0872], [-33.9658, -11.5048, 3.3845], [-36.3494, -9.9609, 2.9995], [-37.9047, -10.9029, 3.0059], [-37.0902, -10.5401, 1.4504], [-32.7266, -15.4266, 8.4203], [-32.8762, -16.5214, 7.9239], [-32.4544, -15.3074, 9.5807], [-33.0005, -14.4447, 7.7504], [-26.9567, -10.5511, 9.2041], [-26.3630, -9.5685, 8.7326], [-27.6863, -11.1886, 8.4636], [-26.8392, -10.8034, 10.3553], [-29.3743, -11.4948, 2.0046], [-28.3950, -11.7660, 2.7167], [-29.1953, -10.7198, 1.0630], [-30.4611, -11.9728, 2.2632], [-25.1734, -15.3517, 6.8888], [-25.5073, -14.2282, 6.5888], [-25.7642, -15.8892, 7.8491], [-24.2327, -15.8648, 6.4000], [-28.4663, -19.1753, 3.4894], [-29.1067, -19.4804, 2.3539], [-29.1206, -18.9510, 4.5020], [-27.2152, -19.1578, 3.4023], [-33.6258, -16.0433, 2.5312], [-33.9939, -16.6578, 1.5793], [-32.5485, -16.2581, 3.0214], [-34.4061, -15.2840, 3.1040]], "forces_ev_per_a": [[0.270, 0.964, -0.653], [-0.302, 1.135, -0.088], [0.431, -0.141, -0.349], [0.482, 0.236, -0.453], [0.541, 0.052, 0.579], [-0.989, -1.690, 1.001], [-0.657, -1.533, 0.279], [-0.174, 1.144, -0.894], [-0.215, -0.111, 0.040], [-0.040, -0.128, 0.508], [0.180, -0.105, 0.197], [-0.068, -0.572, 0.254], [-0.023, -0.291, -0.018], [0.035, -0.138, 0.407], [0.182, 0.281, -0.001], [-0.645, 0.096, 0.299], [-0.244, -0.013, -0.081], [-0.071, -0.224, -0.455], [-0.012, 0.197, 0.150], [-0.027, -0.025, -0.112], [0.302, -0.051, -0.218], [-0.234, 0.510, -0.051], [0.267, 0.296, -0.180], [0.548, 0.116, 0.169], [-0.036, 0.288, -0.006], [-0.042, 0.143, 0.054], [0.484, -0.537, 0.077], [-0.099, 0.170, 0.027], [0.164, 0.268, -0.263], [0.103, -0.499, -0.304], [0.521, -0.259, -1.017], [-0.206, -1.309, -0.030], [0.961, 0.889, 0.670], [-0.625, 0.254, -0.591], [0.927, -1.293, -0.052], [-0.758, 0.905, 0.605], [-1.368, -0.631, -0.315], [0.328, -1.272, -0.370], [0.341, 0.529, -0.107], [0.702, -0.288, -0.951], [0.072, 0.199, -0.223], [-0.278, 0.641, 0.345], [-0.288, -0.395, 0.400], [0.033, -0.104, 0.235], [0.081, 0.192, -0.363], [-0.228, 0.052, -0.069], [0.358, -0.081, 0.297], [0.448, 0.278, 0.646], [-0.225, 0.165, 0.104], [-0.810, 0.137, 0.215], [-0.006, 0.066, -0.177], [0.380, -0.245, -0.252], [0.149, -0.227, -0.141], [0.156, 0.537, -0.427], [0.132, 0.384, 0.180], [-0.331, 0.600, -0.664], [0.569, 0.147, 0.583], [-0.325, 0.032, 0.337], [-0.706, 0.363, 0.396], [-0.141, -0.344, 0.452], [-0.517, 0.196, 1.208], [0.172, 0.695, 0.661], [1.012, 0.148, -0.966], [0.659, 0.945, -0.466], [-0.141, -0.419, -0.106], [-0.591, -1.127, -0.343], [-0.308, 0.112, 1.149], [-1.079, -0.097, -0.137], [0.393, 0.784, 0.592], [-0.201, 0.152, -0.994], [-0.218, 0.362, 0.188], [0.588, -0.391, -0.366], [-0.289, -0.319, -0.252], [-0.120, -0.184, -0.237], [-0.043, -0.106, -0.274], [-0.350, -0.429, -0.345], [-0.728, -0.175, 0.533], [-0.380, -0.297, -0.178], [0.072, -0.233, 0.363], [0.440, -0.263, 0.011], [0.207, 0.330, -0.465], [0.441, 0.697, 0.233], [0.048, 0.314, 0.330], [0.083, -0.002, -0.463], [0.101, -0.071, 0.032], [0.183, -0.005, 0.032], [0.550, -0.078, -0.380], [0.417, -0.253, -0.090], [-0.096, -0.279, 0.007], [-0.287, -0.056, 0.776], [1.057, -0.278, -0.364], [-0.703, 0.189, -0.683], [-1.717, 1.005, 0.286], [0.616, -0.212, 0.374], [1.283, -0.738, -0.058], [-1.452, -0.391, 0.047], [1.505, 0.127, -0.113], [-0.117, -0.772, 0.278], [0.215, 0.085, -0.735], [-0.699, -0.561, -0.203], [-0.470, 0.334, 0.293], [0.150, -0.205, 0.211], [0.028, 0.083, -0.129], [0.147, -0.235, -0.624], [0.357, 0.181, 0.112], [0.297, 0.382, -0.510], [-0.200, 0.159, -0.211], [-0.573, 0.251, 0.519], [-0.382, -0.063, 0.358], [-0.295, 0.169, -0.076], [-0.158, 0.441, 0.043], [0.308, -0.051, 0.636], [0.165, -0.180, -0.457], [-0.301, -0.251, 0.215], [-0.437, -0.042, 0.132], [-0.074, 0.103, 0.455], [0.381, -0.009, 0.032], [-0.041, -0.029, 0.347], [0.201, 0.312, -0.234], [0.212, 0.184, 0.014], [-0.956, -1.172, -0.528], [-0.054, -0.514, -0.302], [-0.159, 2.280, 1.338], [-0.576, 0.477, -0.204], [-0.885, -1.759, -0.269], [-0.138, -0.257, -0.491], [0.733, -1.298, 0.124], [-1.196, 0.409, -0.716], [1.035, 0.190, -0.456], [-0.240, -0.087, 0.740], [0.261, 0.429, -0.389], [0.326, 0.133, 0.232], [0.071, 0.435, 0.084], [0.042, -0.172, 0.325], [-0.119, 0.223, -0.007], [0.394, -0.257, -0.020], [0.192, 0.186, 0.122], [0.035, -0.429, -0.355], [-0.164, 0.690, -0.299], [0.002, -0.169, 0.326], [-0.093, -0.016, 0.114], [0.319, 0.463, 0.226], [0.852, 0.109, -0.119], [-0.171, -0.014, 0.345], [-0.096, 0.799, -0.008], [0.517, -0.301, -0.068], [0.325, 0.009, 0.338], [-0.261, -0.183, -0.406], [-0.250, -0.116, 0.180], [0.260, 0.229, 0.197], [-0.157, 0.081, -0.860], [0.119, -2.154, -0.972], [0.678, -0.122, 1.728], [-2.165, 1.123, -0.628], [2.011, -0.894, 0.457], [0.592, -0.066, 0.326], [0.529, -0.305, -0.602], [-0.836, -0.485, -0.233], [0.186, 0.728, -0.375], [0.493, -1.599, -0.036], [0.068, 0.608, 0.521], [-0.158, -0.177, 0.480], [0.208, -0.148, 0.454], [-0.305, -0.173, 0.194], [-0.499, 0.362, -0.239], [0.022, 0.266, -0.291], [-0.251, 0.073, 0.057], [0.570, -0.095, 0.248], [0.070, 0.024, -0.418], [-0.619, 0.324, 0.250], [-0.259, -0.172, -0.199], [-0.533, 0.105, 0.051], [-0.228, 0.369, -0.618], [0.453, -0.146, -0.217], [-0.123, -0.033, 0.554], [0.055, 0.202, -0.083], [-0.253, 0.761, -0.069], [-0.064, -0.023, 0.349], [0.105, 0.343, 0.707], [0.093, 0.803, -0.756], [-0.629, 0.751, 0.869], [2.078, -1.714, -1.045], [-0.599, -0.958, 1.390], [-0.013, 1.892, -0.291], [-1.255, 0.680, -0.324], [1.027, -0.760, 1.211], [0.330, 0.121, 0.093], [0.805, 0.316, -0.502], [-0.987, -0.736, 0.451], [0.167, 0.382, 0.131], [-0.333, 0.204, 0.228], [0.205, 0.069, -0.297], [-0.317, -0.227, -0.043], [-0.491, 0.542, -0.719], [-0.298, -0.289, 0.132], [-0.433, -0.773, -0.279], [0.385, -0.321, 0.037], [0.307, -0.613, -0.185], [-0.284, -0.111, 0.184], [-0.234, 0.426, -0.155], [-0.158, 0.735, -0.505], [0.567, 0.438, 0.396], [-0.162, -0.009, -0.165], [0.346, -0.015, -0.057], [0.081, -0.305, -0.230], [-0.170, 0.126, 0.073], [0.241, 0.098, 0.059], [-0.261, -0.225, -0.404], [0.441, 0.023, -0.170], [-0.065, 0.236, 0.052], [0.196, -0.358, 0.487], [-0.001, 0.407, -1.555], [0.148, 0.206, 1.199], [-1.329, -0.477, 0.014], [-0.069, -0.119, -0.271], [0.357, -0.533, 0.164], [0.324, 1.426, -0.408], [-0.464, -0.185, 0.021], [0.504, 0.006, -0.088], [-0.135, 0.197, 0.268], [0.015, -0.376, 0.369], [0.010, -0.477, 0.052], [0.226, 0.287, -0.156], [-0.460, 0.925, 1.340], [-2.519, 1.301, 2.346], [2.789, -1.882, -3.289], [-0.980, -0.130, 0.898], [0.110, 0.122, -0.252], [-0.366, 0.324, 0.401], [0.137, -1.489, 0.013], [0.314, -0.660, -0.780], [0.564, -0.131, -0.274], [-0.147, -0.107, -0.088], [-0.059, 0.730, 0.578], [0.401, 0.941, -0.124], [0.022, 0.377, -0.412], [-0.042, 0.083, 0.005], [0.913, 0.315, 3.187], [-1.471, -0.799, -2.215], [0.076, -0.336, 0.793], [-0.114, 0.058, -0.478], [0.259, -0.253, -0.298], [0.050, 0.900, 0.206], [0.117, -0.279, -0.753], [0.125, 0.058, -0.237], [-0.373, -0.016, -0.054], [-0.034, -0.367, 0.126], [0.152, -0.244, -0.102], [0.419, 0.190, -0.094], [-0.635, 1.295, 0.842], [0.240, -2.687, -0.547], [0.258, 1.704, -0.064], [0.126, 0.254, -0.540], [0.304, -0.280, 0.288], [-0.135, 0.228, -0.569], [-1.503, 0.703, 0.572], [-0.376, -0.358, 0.769], [0.188, -0.143, -0.306], [0.273, -0.230, -0.228], [-0.217, -0.423, 0.152], [0.697, -0.280, 0.078], [0.791, 0.097, -0.379], [-0.476, 1.964, -0.858], [-1.123, -1.272, -1.605], [1.040, 0.145, 2.514], [0.623, -0.340, -0.979], [-0.311, 0.355, -0.281], [0.703, 0.228, 0.346], [-0.377, -0.688, 0.737], [0.162, -0.461, 0.250], [-0.307, -0.512, -0.227], [0.468, 0.044, 0.502], [-0.227, -0.482, -0.223], [-0.111, 0.754, -0.171], [-0.031, 0.132, -0.171], [-0.851, -0.857, -0.266], [0.017, -2.591, -1.190], [1.312, 0.514, 3.331], [-0.343, 2.935, -1.921], [1.174, 3.417, -1.881], [0.581, 0.583, -0.413], [-1.873, -1.822, -1.460], [0.174, -1.444, 4.001], [1.555, 0.860, -0.173], [0.758, -0.417, 0.809], [-0.503, 0.624, -0.839], [-1.956, -0.722, 0.243], [-1.075, 1.222, 2.706], [-1.168, 2.742, -1.312], [-1.005, -1.316, 1.099], [3.198, -2.520, -2.330], [2.264, 0.482, 2.164], [0.262, -0.104, -0.489], [0.757, -0.604, -2.490], [-2.553, 0.035, 0.532], [-1.155, -0.206, 1.154], [-0.998, -1.771, -3.471], [3.790, -0.217, 1.290], [-1.459, 2.211, 1.056]]}